The following is a DFT calculation (ωB97M-V/def2-TZVPD) of 4 unconnected molecules or ions with the total composition C17H29N4O5 in a non-equilibrium geometry.

Multiplicity = 1
Net charge = -1
Kohn-Sham gap = 4.207 eV
Calculated total energy = -1260.35823 a.u.
Maximum force = 0.029 Eh/bohr
HOMO energy = -2.041 eV

Last column: natural (NBO) charge in e.
Positions of all 55 atoms, in Å:
N  0.87491  1.64225  -0.72550  -0.920
C  1.02490  2.12601  -2.09477  -0.231
O  0.03835  3.26356  -2.42610  -0.577
C  -1.09437  3.25297  -1.73929  0.791
O  -1.34863  4.17671  -0.96228  -0.673
C  -2.14053  2.16425  -1.86150  -0.179
C  -3.42591  2.49775  -1.46458  -0.165
C  -4.43426  1.58073  -1.49878  -0.237
C  -4.19023  0.29369  -1.92605  -0.213
C  -2.93647  -0.06085  -2.34023  -0.242
C  -1.93103  0.87904  -2.29444  -0.128
H  0.90637  2.37183  -0.03025  0.357
H  0.09558  0.99700  -0.58440  0.315
H  0.71802  1.28130  -2.73837  0.071
H  -3.59981  3.50562  -1.10875  0.231
H  -5.42612  1.86755  -1.16525  0.200
H  -4.99563  -0.43537  -1.92212  0.197
H  -2.69942  -1.06534  -2.66873  0.202
H  -0.94308  0.55992  -2.60501  0.213
C  0.78164  -1.72033  -0.37173  0.516
O  -0.20538  -1.77202  0.33876  -0.636
N  1.07519  -2.61093  -1.34473  -0.446
C  2.26854  -2.48980  -2.15979  -0.401
C  0.16333  -3.71669  -1.58570  -0.415
H  1.53225  -0.91963  -0.27578  0.147
H  1.98693  -2.39307  -3.21013  0.199
H  2.89368  -3.37920  -2.04176  0.180
H  2.83985  -1.61129  -1.86524  0.229
H  -0.82109  -3.32638  -1.85016  0.211
H  0.05906  -4.31600  -0.68375  0.204
H  0.53917  -4.34008  -2.39374  0.207
C  3.44816  -6.73285  0.00126  0.528
O  2.71398  -6.85267  -0.96106  -0.630
N  3.41294  -5.71135  0.87611  -0.428
C  4.31938  -5.62983  2.00292  -0.397
C  2.43008  -4.65522  0.67939  -0.417
H  4.22705  -7.47882  0.23838  0.098
H  3.74818  -5.61327  2.93360  0.196
H  4.91257  -4.71571  1.93203  0.198
H  4.99013  -6.48715  2.01443  0.206
H  1.43075  -5.08643  0.70357  0.214
H  2.58415  -4.19549  -0.28819  0.217
H  2.52241  -3.90414  1.46012  0.213
C  -2.35294  4.91792  4.11744  0.525
O  -2.94823  5.37809  5.07913  -0.654
N  -1.61112  5.63307  3.25780  -0.422
C  -0.92318  5.02452  2.12653  -0.404
C  -1.49278  7.06311  3.46561  -0.414
H  -2.38024  3.84339  3.87339  0.110
H  0.15025  5.20316  2.21870  0.189
H  -1.28229  5.46537  1.19793  0.231
H  -1.10326  3.95275  2.09688  0.220
H  -1.05493  7.25755  4.44645  0.204
H  -2.48220  7.52243  3.43536  0.208
H  -0.86472  7.49844  2.69233  0.205

Cartesian forces, eV/Å:
N -0.1281 -0.3760 -0.9216
C 1.2841 -0.6126 0.2522
O -1.4015 -0.2397 0.2023
C 0.4467 0.9892 0.3855
O -0.1573 -0.3613 -0.3639
C 0.3508 0.5358 0.0784
C 0.1808 0.9376 0.2353
C -0.8529 0.0077 0.2310
C -0.9501 -0.6951 -0.0256
C 0.2025 -0.2663 -0.0513
C 1.2302 -0.6514 -0.5218
H 0.0357 -0.0700 0.0435
H -0.2316 0.3981 0.4951
H 0.1141 0.2057 0.0517
H 0.0073 -0.0448 -0.0087
H 0.0141 -0.0544 -0.0399
H 0.0470 0.0372 -0.0218
H -0.1200 -0.0121 0.0123
H -0.0213 0.2162 0.0560
C 0.1986 0.2875 0.1317
O -0.0582 -0.2483 -0.0507
N 0.0854 -0.0936 -0.1295
C -0.2913 -0.0442 -0.0024
C -0.1190 0.3196 0.0197
H -0.0471 0.0413 -0.0549
H 0.1400 0.0318 -0.0344
H 0.0782 0.0298 -0.1479
H -0.0847 0.0444 0.0106
H -0.0289 -0.0897 -0.0022
H -0.1235 -0.0685 -0.0556
H 0.0733 0.0206 0.0282
C 0.0270 -0.0651 -0.0413
O -0.0364 0.0661 0.0034
N 0.1491 -0.0485 0.1531
C -0.2178 0.1508 -0.1170
C 0.0947 -0.3415 0.0614
H 0.0160 0.0173 0.0349
H 0.1152 0.0108 0.0668
H 0.0582 -0.0327 0.1155
H -0.0275 -0.0155 -0.0472
H -0.0386 0.1001 0.0264
H -0.0533 0.0628 0.0012
H 0.0463 -0.0372 0.0160
C -0.0308 -0.0517 0.0347
O 0.0174 0.0812 0.0043
N 0.0790 -0.1882 -0.0559
C -0.0323 0.3604 0.0659
C -0.1399 -0.1315 0.1565
H 0.0219 0.0062 -0.0392
H 0.0176 -0.0782 -0.1028
H 0.1022 -0.1839 -0.1150
H -0.0665 0.0222 -0.0008
H -0.0252 0.1064 -0.0172
H 0.0513 0.0942 0.0305
H -0.0009 -0.0790 -0.0356

=====

The following is a DFT calculation (ωB97M-V/def2-TZVPD) of a molecular structure, C19H20BN10OOsS in a non-equilibrium geometry.

Multiplicity = 6
Net charge = +2
Kohn-Sham gap (spin up / spin down) = 7.739 / 4.645 eV
Calculated total energy = -1872.02250 a.u.
Expectation value of S² = 8.80
Energy relative to the best compared isomer or geometry (same formula, charge and spin) = 5.6 kcal per mole
Maximum force = 0.021 Eh/bohr
HOMO energy (spin up / spin down) = -13.896 / -13.895 eV

Last column: Mulliken spin population.
Positions of all 53 atoms, in Å:
Os  -0.15043  -0.64658  -0.20092  3.142
C  4.01473  -1.19301  -0.06552  0.000
C  2.72436  -1.51180  0.29337  0.021
N  1.87904  -0.63060  -0.28143  0.095
N  2.61618  0.27136  -0.99316  -0.070
C  3.90052  -0.07043  -0.87788  0.058
B  1.84102  1.41986  -1.75972  0.018
N  0.88151  0.67180  -2.74114  -0.074
C  0.83663  0.67637  -4.07708  0.057
C  -0.18719  -0.16637  -4.49397  0.001
C  -0.74055  -0.65871  -3.33000  -0.025
N  -0.09400  -0.14455  -2.26899  0.136
N  0.97445  2.17644  -0.71394  -0.088
C  1.02129  3.47575  -0.38213  0.030
C  0.03696  3.72483  0.55873  0.006
C  -0.58692  2.50239  0.75354  -0.035
N  -0.01769  1.57436  -0.02247  0.269
N  2.69430  2.41156  -2.48314  0.002
C  4.01860  2.75046  -2.51382  0.000
C  4.15747  3.84679  -3.31552  0.000
C  2.84438  4.13206  -3.75424  0.000
N  1.97525  3.27963  -3.25515  0.000
H  4.92045  -1.70057  0.21304  0.001
H  2.33049  -2.30491  0.90504  -0.015
H  4.67596  0.47776  -1.37963  0.007
H  1.51339  1.28722  -4.64737  0.003
H  -0.48675  -0.37558  -5.50469  0.000
H  -1.56164  -1.34240  -3.18951  -0.001
H  1.72723  4.14130  -0.84980  0.002
H  -0.19717  4.66702  1.02034  0.001
H  -1.41337  2.24390  1.39415  0.002
H  4.77619  2.24099  -1.94635  0.000
H  5.06813  4.36941  -3.54805  0.000
H  2.50554  4.92049  -4.40630  0.000
N  -4.52054  -1.81321  0.78516  0.085
C  -3.22664  -1.56359  0.87091  0.021
S  -2.53666  -0.59313  -0.36783  0.041
N  -2.46182  -2.11100  1.84050  0.256
C  -2.82085  -2.47789  3.08023  0.184
C  -1.89262  -3.31792  3.77638  0.149
C  -2.17373  -3.75484  5.03811  -0.030
C  -3.36174  -3.34745  5.66454  0.254
C  -4.26054  -2.47562  5.01453  0.005
C  -4.00539  -2.03839  3.74747  0.119
H  -5.05214  -1.44431  0.01186  -0.003
H  -4.97546  -2.47908  1.38816  -0.002
H  -1.17380  -2.06324  1.52787  0.023
H  -0.98711  -3.61375  3.26257  0.001
H  -1.48704  -4.40935  5.55483  0.003
H  -3.58528  -3.68718  6.66647  0.005
H  -5.14507  -2.13797  5.53564  0.003
H  -4.66422  -1.32118  3.28113  -0.004
O  -0.16766  -1.86711  1.18514  0.351

Cartesian forces, eV/Å:
Os 0.0118 -0.0999 -1.0536
C 0.0119 -0.0797 0.0476
C 0.1146 0.1004 -0.1558
N 0.0799 0.0942 0.0939
N -0.1075 -0.0143 -0.0594
C -0.0821 -0.0493 0.0345
B -0.0012 -0.0418 0.1444
N 0.0284 0.1353 -0.1392
C -0.0775 -0.0970 0.0869
C 0.0308 0.0394 -0.0122
C -0.0016 0.0111 -0.0505
N 0.0428 -0.0318 0.3384
N 0.1425 0.0643 -0.0403
C -0.0640 -0.0648 0.0178
C 0.0006 0.0513 0.0024
C 0.0404 0.0493 -0.0178
N -0.0376 -0.0238 0.3538
N 0.0956 -0.1140 -0.2197
C -0.0233 0.0843 0.1286
C -0.1198 0.0132 -0.0352
C 0.1484 -0.0776 0.0859
N -0.0466 -0.0030 -0.0459
H 0.0124 -0.0064 0.0088
H 0.0132 -0.0167 0.0254
H -0.0370 -0.0510 0.0190
H 0.0167 0.0275 0.0029
H 0.0000 -0.0039 -0.0180
H 0.0037 -0.0120 -0.0074
H -0.0147 -0.0150 0.0090
H -0.0021 0.0070 0.0101
H -0.0080 -0.0056 0.0319
H -0.0498 0.0508 -0.0298
H 0.0038 0.0058 -0.0158
H 0.0072 0.0140 -0.0162
N 0.0620 0.0894 -0.1017
C -0.1689 -0.4071 0.4230
S 0.0890 0.1922 -0.1576
N -0.8833 0.0635 0.0913
C -0.0643 0.0644 -0.1121
C 0.0307 -0.0455 -0.0262
C -0.0373 0.0088 0.0197
C -0.0081 0.0264 -0.0400
C 0.0187 -0.0134 0.0086
C -0.0249 0.0048 0.1362
H -0.0650 0.0048 -0.0970
H -0.0316 -0.0556 0.1010
H 0.4484 -0.2396 0.1481
H -0.0061 0.0012 0.0027
H 0.0082 -0.0136 0.0195
H 0.0018 -0.0096 0.0202
H -0.0179 -0.0009 0.0158
H -0.0246 0.0223 -0.0327
O 0.5412 0.3673 0.0570

=====

The highest maximum force belongs to which entry?
C17H29N4O5

=====

Which of these has the highest calculated total energy?
C17H29N4O5

=====

What is the multiplicity in the second record?
6

=====

The highest multiplicity belongs to which entry?
C19H20BN10OOsS